1.
This record from the OMol25 dataset describes a cluster of 7 separate species, C28H42O21 in total in a non-equilibrium geometry. The level of theory is ωB97M-V/def2-TZVPD.

Results
F_max: 0.126 Eh/bohr
SMILES string: C[C@H]1COC(=O)O1.C[C@H]1COC(=O)O1.C[C@H]1COC(=O)O1.C[C@H]1COC(=O)O1.C[C@H]1COC(=O)O1.C[C@H]1COC(=O)O1.C[C@H]1COC(=O)O1
HOMO energy: -0.382 hartree
Energy relative to the best compared isomer or geometry (same formula, charge and spin): 134.1 kcal/mol

XYZ file:
```
91
Properties=species:S:1:pos:R:3:lowdin_charge:R:1
C 1.24494 4.66492 -4.62305 -0.018
C 2.27094 5.02154 -3.53560 -0.270
C 1.89496 4.66127 -2.08430 -0.059
O 3.15128 4.12717 -1.68583 0.102
C 3.87049 3.71699 -2.64032 -0.665
O 4.87102 3.04696 -2.45834 0.124
O 3.40309 4.13739 -3.78872 0.104
H 1.04287 3.59382 -4.61911 0.086
H 1.76753 4.89651 -5.55115 0.083
H 0.30857 5.22254 -4.60376 0.090
H 2.52790 6.07617 -3.63465 0.151
H 1.10145 3.91846 -2.00257 0.121
H 1.53314 5.57880 -1.62025 0.137
C -3.34574 -2.07837 -4.23600 -0.013
C -3.35134 -0.69612 -4.85469 -0.271
C -4.48077 0.26624 -4.41583 -0.077
O -3.80055 1.48208 -4.28518 0.083
C -2.53617 1.33445 -4.56114 -0.638
O -1.89856 2.38215 -4.43629 0.093
O -2.18698 0.11738 -4.68074 0.137
H -4.30092 -2.60346 -4.23872 0.096
H -3.22644 -2.16410 -3.15594 0.066
H -2.53681 -2.65787 -4.68087 0.078
H -3.31615 -0.79070 -5.94000 0.152
H -4.93552 0.08478 -3.44198 0.142
H -5.19726 0.22021 -5.23597 0.134
C 1.41218 -4.10703 3.70927 -0.005
C 0.00869 -3.39179 3.34123 -0.241
C -1.21770 -4.18934 3.70127 -0.091
O -1.52466 -3.72210 4.99065 0.091
C -0.98401 -2.56448 5.23931 -0.601
O -1.36864 -1.83837 6.13722 0.140
O -0.12079 -2.31597 4.27616 0.074
H 1.55997 -4.26181 4.77805 0.080
H 2.33793 -3.55980 3.53144 0.064
H 1.56130 -5.06679 3.21458 0.073
H 0.03728 -3.24493 2.26154 0.136
H -1.04584 -5.26534 3.72952 0.142
H -2.08416 -3.97681 3.07502 0.142
C 1.71920 0.32613 -0.89396 0.018
C 0.59961 -0.64698 -0.32157 -0.338
C -0.07291 -0.16027 0.94522 -0.072
O -1.40591 -0.55763 0.67657 0.050
C -1.67358 -0.75484 -0.61951 -0.459
O -2.83141 -0.84982 -1.04331 0.116
O -0.41008 -0.75428 -1.21246 0.061
H 2.11595 0.03884 -1.86769 0.073
H 2.68201 0.23896 -0.39047 0.089
H 1.32326 1.28502 -1.22840 0.075
H 0.94713 -1.67300 -0.20065 0.140
H -0.15058 0.91683 1.09331 0.118
H 0.24352 -0.61972 1.88164 0.128
C -2.18466 2.98854 -0.70012 0.003
C -2.23820 3.26102 0.79979 -0.343
C -0.99513 3.90313 1.45319 -0.078
O -1.47275 4.93915 2.27337 0.117
C -2.71441 5.12956 2.10782 -0.497
O -3.34557 6.00822 2.76195 0.085
O -3.19543 4.21949 1.14085 0.069
H -1.20390 2.60535 -0.98183 0.074
H -2.18109 3.99863 -1.10976 0.094
H -3.06502 2.43505 -1.02680 0.094
H -2.40332 2.32501 1.33339 0.145
H -0.33730 4.29047 0.67516 0.127
H -0.32691 3.23799 2.00016 0.114
C 1.86962 -5.44629 -1.38257 0.004
C 0.51103 -4.59338 -1.56688 -0.363
C -0.43196 -4.92204 -2.73984 -0.037
O -1.72236 -4.96063 -2.07278 0.039
C -1.57249 -4.51130 -0.77986 -0.418
O -2.42879 -3.89135 -0.11918 0.114
O -0.22514 -4.33344 -0.48624 0.057
H 1.75531 -6.47981 -1.05564 0.073
H 2.51881 -4.99753 -0.63072 0.072
H 2.30002 -5.34675 -2.37904 0.080
H 1.02127 -3.64061 -1.70826 0.132
H -0.32394 -5.80481 -3.37004 0.136
H -0.62538 -4.09381 -3.42155 0.124
C 4.31014 0.66586 5.65596 -0.005
C 3.05767 0.22078 4.86080 -0.290
C 1.78393 0.88266 5.34324 -0.150
O 1.14033 1.12831 4.18949 0.079
C 2.09263 1.40464 3.27483 -0.559
O 1.92331 2.10902 2.32525 0.153
O 3.27414 0.95844 3.69362 0.080
H 4.22973 1.71529 5.93941 0.092
H 5.22190 0.55859 5.06835 0.085
H 4.41739 -0.06151 6.46066 0.084
H 2.93661 -0.81503 4.54374 0.157
H 1.98101 1.80361 5.89196 0.144
H 1.11648 0.26565 5.94484 0.146
```


2.
This record from the OMol25 dataset describes a cluster of 2 separate species, C3H8N5S in total in a non-equilibrium geometry. The level of theory is ωB97M-V/def2-TZVPD.

Results
F_max: 0.106 Eh/bohr
HOMO energy (spin up / spin down): -0.485 / -0.481 hartree
Energy relative to the best compared isomer or geometry (same formula, charge and spin): 85.2 kcal/mol
Net charge: +1

XYZ file:
```
17
Properties=species:S:1:pos:R:3:lowdin_charge:R:1
C -1.16978 0.67577 1.99333 -0.116
C 0.75689 -0.62336 -1.45399 -0.514
C -0.22032 1.79788 2.18156 -0.362
N -1.50833 0.50987 0.76971 0.034
N 0.74624 0.51845 -0.82060 0.169
N 1.95084 -0.89499 -1.97981 0.161
N -0.37230 -1.50241 -1.57735 0.183
N -0.91630 1.42790 -0.09520 -0.399
S -0.26131 2.73790 0.64234 1.031
H -1.54719 -0.01854 2.65437 0.112
H -0.42281 2.55962 2.95011 0.096
H 0.86234 1.38408 2.14311 0.128
H 2.71094 -0.25429 -1.94469 0.114
H 2.29212 -1.81301 -2.16207 0.117
H -1.15952 -1.38313 -1.07143 0.029
H -0.45684 -2.18561 -2.27086 0.086
H -1.26958 1.38004 -1.04222 0.131
```


3.
This record from the OMol25 dataset describes a cluster of 2 separate species, C2F3N in total in a non-equilibrium geometry. The level of theory is ωB97M-V/def2-TZVPD.

Results
F_max: 0.074 Eh/bohr
HOMO energy: -0.424 hartree
Energy relative to the best compared isomer or geometry (same formula, charge and spin): 77.1 kcal/mol

XYZ file:
```
6
Properties=species:S:1:pos:R:3:lowdin_charge:R:1
C 1.43907 0.74558 0.62654 -0.382
C -0.98355 -0.89068 -0.63504 -0.102
N 0.86011 1.41303 1.31492 0.177
F 2.14769 0.00808 -0.11590 0.179
F -1.46938 -0.25179 0.32764 0.111
F -1.99394 -1.02422 -1.51815 0.018
```


4.
This record from the OMol25 dataset describes a cluster of 2 separate species, C4H10O3S2 in total in a non-equilibrium geometry. The level of theory is ωB97M-V/def2-TZVPD.

Results
F_max: 0.083 Eh/bohr
HOMO energy: -0.311 hartree
Energy relative to the best compared isomer or geometry (same formula, charge and spin): 77.3 kcal/mol

XYZ file:
```
19
Properties=species:S:1:pos:R:3:lowdin_charge:R:1
C -0.89602 -1.43009 0.85271 -0.084
C 1.33161 2.80473 -0.22261 -0.158
C 0.43039 -1.08212 0.21299 -0.258
C 0.68446 2.01198 -1.26067 -0.778
O -1.64662 -0.23783 -1.56117 -0.438
O -1.48480 -2.61513 -2.00325 -0.250
O 0.49756 -1.46141 -1.18734 -0.425
S 1.28911 1.04489 -2.27515 0.831
S -0.76512 -1.19315 -2.19940 0.824
H -1.66466 -0.80442 0.32740 0.077
H -1.02914 -2.47548 0.87725 0.064
H -0.86019 -1.12605 1.88857 0.076
H 1.23328 3.83845 -0.47552 0.075
H 2.41595 2.63901 -0.18150 0.079
H 0.94871 2.49301 0.72507 0.071
H 1.24429 -1.64741 0.50090 0.097
H 0.57848 0.00436 0.41101 0.103
H -0.34759 2.02073 -1.15676 0.029
H -1.64884 -3.19719 -2.73911 0.067
```


5.
This record from the OMol25 dataset describes a structure of composition C31H35Br2F9O5S in a non-equilibrium geometry. The level of theory is ωB97M-V/def2-TZVPD.

Results
F_max: 0.086 Eh/bohr
HOMO energy: -0.336 hartree

XYZ file:
```
83
Properties=species:S:1:pos:R:3:lowdin_charge:R:1
C 2.82900 5.42520 0.33653 -0.123
O 3.92170 5.19588 -0.58419 -0.240
C 3.43006 4.78221 -1.89598 -0.238
C 4.60787 4.14633 -2.81554 -0.166
C 5.38088 2.94023 -2.03927 -0.202
C 4.34771 1.90358 -1.36728 -0.212
C 5.01120 0.42259 -1.25125 -0.200
C 3.86711 -0.54667 -0.61825 -0.199
C 3.04368 -1.35877 -1.74674 -0.186
C 1.43490 -1.12044 -1.61464 -0.161
C 0.76286 -2.19594 -0.64979 -0.091
C 0.84883 -3.71005 -1.06318 0.007
C 0.21149 -4.82066 -0.16126 -0.016
C -0.50836 -4.50611 1.20356 -0.134
C -1.16325 -5.68200 2.10548 -0.591
Br -3.10737 -5.27837 2.48862 0.660
C -1.18390 -7.09571 1.28047 -0.698
C -1.73643 -8.32059 2.20067 -0.178
Br -2.54924 -6.91217 -0.20085 0.594
C -0.55734 -3.00302 1.63679 0.014
C 0.05615 -1.89952 0.69239 0.009
C -0.09270 -0.39089 1.20888 -0.239
O 0.79083 0.49361 1.09341 0.040
C -1.48573 -0.06928 1.96166 0.017
C -2.28428 1.23986 1.78784 -0.102
C -1.78251 2.39856 0.76710 -0.136
C -2.27516 1.94262 -0.68683 -0.068
C -2.05505 3.08529 -1.82886 -0.297
F -0.68446 2.96646 -2.21444 0.048
F -2.33529 4.32876 -1.15005 0.039
C -3.10086 2.74982 -2.99476 -0.309
F -3.02600 1.32812 -3.19692 0.048
F -4.45447 2.98434 -2.58701 0.065
S -2.80662 3.60331 -4.63281 1.002
F -4.25197 4.47011 -4.44835 -0.188
F -3.74548 2.39136 -5.36777 -0.189
F -1.44764 2.70733 -4.98331 -0.159
F -1.95258 4.86411 -3.96306 -0.156
F -2.64794 4.33212 -6.12836 -0.162
C -3.61840 1.51489 2.56048 0.001
C -4.15213 0.42379 3.52179 0.006
C -3.37518 -0.92435 3.72006 -0.069
C -3.99265 -2.00800 4.73369 -0.128
O -3.10400 -2.13872 5.89019 -0.197
O -3.08524 -0.98076 6.59452 -0.051
C -2.06621 -1.16246 2.93383 0.021
C -1.21732 -2.51620 3.03006 -0.273
O -1.00936 -3.17130 4.07698 0.048
H 1.84894 4.91133 0.05515 0.083
H 3.14125 5.03718 1.37867 0.099
H 2.66108 6.56844 0.41298 0.099
H 2.52124 4.08372 -1.83822 0.107
H 3.07156 5.74409 -2.41993 0.125
H 5.31834 5.00279 -3.07492 0.109
H 4.07099 3.75240 -3.75520 0.115
H 5.96522 3.42597 -1.17432 0.114
H 6.10624 2.45741 -2.78449 0.108
H 4.11098 2.24264 -0.30262 0.119
H 3.40645 1.82450 -2.03132 0.118
H 5.23736 0.01878 -2.31058 0.105
H 5.96184 0.44190 -0.60618 0.114
H 4.31355 -1.32103 0.09791 0.108
H 3.11183 0.11536 -0.04526 0.092
H 3.27175 -2.47965 -1.72246 0.099
H 3.39073 -0.98468 -2.78329 0.107
H 0.99196 -1.28231 -2.66960 0.119
H 1.20967 -0.03795 -1.33531 0.099
H 1.39023 -3.99713 -2.03096 0.105
H 0.33520 -5.89247 -0.56405 0.082
H -0.62655 -5.83131 3.09900 0.113
H -0.14586 -7.35567 0.87407 0.096
H -1.49712 -8.11278 3.29580 0.082
H -2.87578 -8.39266 2.02279 0.051
H -1.30440 -9.30276 1.79994 0.083
H -0.65797 2.59449 0.84885 0.119
H -2.29452 3.35973 1.15419 0.118
H -1.65152 1.02916 -0.99449 0.135
H -3.36505 1.60534 -0.67331 0.137
H -4.19083 2.49710 2.39602 0.108
H -5.12282 0.59049 4.11853 0.108
H -4.97831 -1.57727 5.15933 0.130
H -4.21369 -3.01829 4.25176 0.104
H -2.20120 -0.54528 6.51731 0.127
```


6.
This record from the OMol25 dataset describes a cluster of 11 separate species, C5H32NO13 in total in a non-equilibrium geometry. The level of theory is ωB97M-V/def2-TZVPD.

Results
F_max: 0.034 Eh/bohr
Spin multiplicity: 2
HOMO energy (spin up / spin down): -0.400 / -0.400 hartree
Energy relative to the best compared isomer or geometry (same formula, charge and spin): 43.8 kcal/mol

XYZ file:
```
51
Properties=species:S:1:pos:R:3:lowdin_charge:R:1
O 0.28911 1.28422 2.29019 -0.010
C 0.84800 0.16454 2.06518 -0.440
C 0.52792 -0.25593 0.44925 -0.222
C -0.79064 -0.99384 0.54046 -0.145
C -0.70687 -2.43330 1.06677 -0.172
C -1.13394 -3.38313 -0.04019 -0.264
O -1.24471 -4.75291 0.38253 -0.068
N 0.44617 0.88654 -0.41068 0.115
H 0.52901 -0.70193 2.67274 0.183
H 1.38928 -0.81727 0.09486 0.152
H -1.17198 -1.04338 -0.48184 0.112
H -1.55857 -0.47060 1.10653 0.114
H -1.39582 -2.63595 1.89533 0.126
H 0.21997 -2.80549 1.52130 0.119
H -0.45591 -3.37057 -0.89960 0.119
H -2.13862 -3.15379 -0.39417 0.131
H -0.49598 1.22717 -0.54145 0.078
H 1.00039 1.65249 -0.04216 0.107
H 2.96845 -2.27516 -2.99527 0.014
H 4.02201 -1.32202 -3.35296 0.006
O 3.15962 -1.62355 -3.67824 -0.079
H 3.65974 1.88534 1.13927 0.030
H 3.51896 0.49774 0.55981 -0.006
O 4.08173 1.27511 0.53003 -0.049
H -3.14637 0.24503 -3.06005 0.034
H -2.89982 0.40624 -1.53080 -0.013
O -3.06188 0.88690 -2.34872 -0.062
H -4.07601 1.58375 -0.09712 0.039
H -3.52046 1.10026 1.07560 -0.003
O -4.00844 0.70846 0.31885 -0.074
H 4.76527 -2.29086 -1.02940 0.060
H -0.38065 -4.99141 0.73549 0.078
O 4.88808 -1.50426 -1.57563 -0.040
H 4.50211 -0.81201 -1.02177 0.034
H 2.53361 0.76638 2.85719 0.119
O 2.26241 0.12315 2.18654 -0.001
H -1.80038 2.86696 -0.04800 0.001
H -2.25411 3.29693 1.26158 0.010
O -2.27791 3.61564 0.33050 -0.064
H -1.56899 1.44273 2.05531 0.012
H -2.10701 2.28960 3.20523 0.054
O -2.40139 1.82324 2.38548 -0.088
H -0.40751 -1.96362 -3.56268 0.025
H -0.57569 -0.33935 -3.82521 0.000
O -0.92930 -1.16983 -3.45608 -0.079
H 1.29040 1.39115 -4.07534 0.061
H 0.51900 1.06960 -2.79824 0.010
O 0.40654 1.19391 -3.74602 -0.049
H -0.21355 2.08549 3.56419 -0.019
H -0.47983 3.65290 3.77710 0.061
O -0.57674 2.77215 4.14765 -0.054
```


7.
This record from the OMol25 dataset describes an isolated molecule of C18H26N2O5S in a non-equilibrium geometry. The level of theory is ωB97M-V/def2-TZVPD.

Results
F_max: 0.022 Eh/bohr
SMILES string: COc1ccc(C(=O)N2CCCCCC2)cc1S(=O)(=O)N1CCOCC1
HOMO energy: -0.327 hartree
Energy relative to the best compared isomer or geometry (same formula, charge and spin): 44.1 kcal/mol

XYZ file:
```
52
Properties=species:S:1:pos:R:3:lowdin_charge:R:1
C 2.07156 4.45764 -0.36362 -0.055
O 2.00960 3.04803 -0.33946 -0.086
C 0.86817 2.44922 0.03878 -0.263
C -0.31857 3.09499 0.38710 0.011
C -1.43405 2.35212 0.73104 -0.013
C -1.39885 0.96267 0.73479 -0.145
C -2.56808 0.14546 1.20172 -0.432
O -2.48591 -0.51754 2.22114 0.077
N -3.69731 0.20361 0.46274 -0.051
C -3.79201 0.86244 -0.81906 -0.156
C -4.43490 -0.01482 -1.90159 -0.173
C -4.00283 -1.48164 -1.83293 -0.194
C -4.90511 -2.31927 -0.92525 -0.208
C -4.71934 -2.04035 0.56369 -0.170
C -4.83841 -0.56032 0.93200 -0.138
C -0.20684 0.31845 0.41637 0.018
C 0.90302 1.05333 0.07226 -0.160
S 2.46671 0.29131 -0.37403 0.703
O 3.48170 0.75578 0.52747 -0.264
O 2.66771 0.45806 -1.78352 -0.266
N 2.11516 -1.33148 -0.08936 -0.249
C 2.54390 -2.26626 -1.11201 -0.168
C 4.01914 -2.62685 -0.92609 -0.184
O 4.25409 -3.13639 0.36826 -0.127
C 3.90875 -2.18981 1.35818 -0.185
C 2.43449 -1.78853 1.25112 -0.171
H 1.88816 4.88261 0.62786 0.100
H 1.35982 4.87639 -1.08206 0.099
H 3.08567 4.69607 -0.67747 0.100
H -0.37918 4.17155 0.39272 0.109
H -2.34495 2.86345 1.00604 0.127
H -4.37488 1.78825 -0.71663 0.126
H -2.78175 1.13170 -1.13300 0.118
H -4.15299 0.40912 -2.86705 0.110
H -5.52295 0.03775 -1.83416 0.105
H -4.04656 -1.90510 -2.83850 0.107
H -2.96794 -1.54722 -1.49182 0.115
H -5.94714 -2.13779 -1.20193 0.110
H -4.70122 -3.37741 -1.10294 0.107
H -5.46763 -2.60128 1.12641 0.113
H -3.73561 -2.38295 0.88782 0.112
H -4.85917 -0.47368 2.02195 0.125
H -5.74854 -0.12122 0.52106 0.128
H -0.14593 -0.75743 0.43441 0.124
H 2.38557 -1.78719 -2.07698 0.114
H 1.92239 -3.16406 -1.02994 0.133
H 4.32336 -3.41070 -1.62187 0.129
H 4.62572 -1.72405 -1.09405 0.131
H 4.11212 -2.66744 2.31801 0.130
H 4.52637 -1.28757 1.25166 0.117
H 2.21520 -0.97578 1.94265 0.125
H 1.79194 -2.64655 1.47539 0.134
```